[1]
Density functional theory data (ωB97M-V/def2-TZVPD) for an isolated molecule of C6H10O.

Each line ends with the natural charge from an NBO analysis.
Positions of all 17 atoms, in Å:
O  2.19389  -0.94141  0.76389  -0.7090
C  1.29499  -0.44559  -0.22284  0.0512
C  -0.01373  -1.26307  -0.29616  -0.4290
C  -1.23738  -0.56520  0.30768  -0.3923
C  -1.39659  0.83522  -0.28522  -0.4481
C  -0.12745  1.62273  -0.08191  -0.1713
C  1.06633  1.03113  -0.02182  -0.2288
H  1.79117  -0.75323  1.62037  0.4592
H  1.85705  -0.58931  -1.15566  0.1880
H  0.18006  -2.21709  0.20717  0.2246
H  -0.23197  -1.48795  -1.34769  0.2043
H  -1.13301  -0.48136  1.39821  0.1950
H  -2.13659  -1.16231  0.11406  0.2109
H  -1.61699  0.75190  -1.35897  0.2109
H  -2.25209  1.36061  0.15683  0.2152
H  -0.20882  2.70436  0.01960  0.2070
H  1.97114  1.60058  0.18245  0.2123

Orbital gap: 10.51 eV
Structure (SMILES): O[C@@H]1C=CCCC1
Energy relative to the best compared isomer or geometry (same formula, charge and spin): 2.3 kcal per mole
LUMO energy: 1.02 eV

=====

[2]
Density functional theory data (ωB97M-V/def2-TZVPD) for a structure of composition C6H10O at a distorted geometry.

Each line ends with the natural charge from an NBO analysis.
Positions of all 17 atoms, in Å:
C  2.47933  0.34470  0.27381  -0.7026
C  0.74111  -0.40340  -0.25036  -0.1051
C  0.11060  -1.23333  0.59068  -0.1525
C  -1.35509  -0.88136  0.70990  -0.4414
C  -1.61406  -0.00748  -0.53073  -0.4265
C  -0.21994  0.46258  -1.02991  0.0414
O  0.07190  1.80600  -0.71249  -0.7004
H  2.30870  0.49850  1.35860  0.2060
H  2.48922  1.34597  -0.18188  0.2088
H  2.11067  -0.59495  -0.47366  0.3238
H  0.58665  -1.96159  1.24384  0.2189
H  -1.46961  -0.30693  1.64610  0.2144
H  -2.03510  -1.73181  0.79264  0.2196
H  -2.12174  -0.60835  -1.28996  0.2141
H  -2.23226  0.87465  -0.33602  0.2275
H  -0.15504  0.39110  -2.12404  0.1920
H  0.23109  1.79454  0.24268  0.4619

Orbital gap: 8.90 eV
Energy relative to the best compared isomer or geometry (same formula, charge and spin): 104.0 kcal per mole
LUMO energy: 0.61 eV

=====

[3]
Density functional theory data (ωB97M-V/def2-TZVPD) for a structure of composition C6H10O at a distorted geometry.

Each line ends with the natural charge from an NBO analysis.
Positions of all 17 atoms, in Å:
C  0.95962  -0.07047  2.15674  -0.4407
C  0.13474  -1.17687  1.53439  -0.4333
C  0.67867  -0.03545  0.68769  -0.1430
C  -0.15644  0.85476  -0.14256  0.0204
C  0.03834  0.31847  -1.54134  -0.3926
C  -1.53418  0.71055  -1.70006  -0.0582
O  -1.59180  0.74693  -0.26404  -0.5210
H  0.48734  0.62864  2.84859  0.2175
H  1.98044  -0.32582  2.42369  0.2174
H  0.59046  -2.15544  1.43104  0.2171
H  -0.93227  -1.23357  1.79480  0.2306
H  1.76770  -0.01332  -0.29756  0.1591
H  0.15434  1.91203  -0.03941  0.1730
H  1.40902  0.41717  -1.57977  0.1895
H  0.04981  -0.77218  -1.58132  0.2011
H  -1.79412  1.67713  -2.14516  0.1741
H  -2.23717  -0.05812  -2.07771  0.1890

Orbital gap: 10.54 eV
Energy relative to the best compared isomer or geometry (same formula, charge and spin): 132.2 kcal per mole
LUMO energy: 0.80 eV

=====

[4]
Density functional theory data (ωB97M-V/def2-TZVPD) for an isolated molecule of C6H10O at a distorted geometry.

Each line ends with the natural charge from an NBO analysis.
Positions of all 17 atoms, in Å:
C  -1.07054  -1.94005  -0.02380  -0.6801
C  -0.21681  -0.93570  0.83747  -0.0098
C  -0.34463  -1.10870  2.22345  -0.4002
C  0.56788  1.93599  -1.57190  -0.1635
O  0.95808  3.11945  -0.80499  -0.7076
C  0.04583  0.85517  -0.82294  -0.1865
C  0.43968  0.22472  0.32037  -0.2267
H  -0.72429  -3.01257  0.12449  0.2310
H  -0.82143  -1.92739  -1.07480  0.2166
H  -2.16372  -2.01878  0.02281  0.2362
H  -0.33957  -2.19270  2.53933  0.2079
H  0.20187  -0.37543  2.82460  0.1910
H  -0.09601  1.98001  -2.45915  0.2104
H  1.64427  1.87865  -1.81067  0.2211
H  1.41256  2.72059  -0.02395  0.4598
H  -0.81940  0.13524  -1.06989  0.2114
H  1.32623  0.66151  0.76957  0.1889

Orbital gap: 8.76 eV
Structure (SMILES): C=C(C)/C=C/CO
Energy relative to the best compared isomer or geometry (same formula, charge and spin): 86.2 kcal per mole
LUMO energy: 0.13 eV

=====

[5]
Density functional theory data (ωB97M-V/def2-TZVPD) for a structure of composition C6H10O at a distorted geometry.

Each line ends with the natural charge from an NBO analysis.
Positions of all 17 atoms, in Å:
C  1.30541  -1.70358  -0.62005  -0.4183
C  -0.08956  -1.44277  -1.13641  -0.4247
C  0.77730  -0.30894  -0.66046  -0.2534
C  0.38700  0.47329  0.54843  0.1145
C  -0.51696  1.61864  0.15625  -0.4562
C  -1.34070  1.14464  1.40845  -0.0533
O  -0.54349  -0.05811  1.49875  -0.5362
H  1.40700  -2.18429  0.34981  0.2179
H  2.06218  -1.96580  -1.34946  0.2123
H  -0.27784  -1.56865  -2.19807  0.2124
H  -0.91211  -1.76908  -0.50089  0.2266
H  1.19844  0.41286  -1.34861  0.2176
H  1.28946  0.82783  1.07288  0.1652
H  0.05506  2.51847  -0.02636  0.2149
H  -1.10718  1.40718  -0.73989  0.2072
H  -1.30711  1.72433  2.34063  0.1751
H  -2.38687  0.87398  1.20501  0.1783

Orbital gap: 10.79 eV
Energy relative to the best compared isomer or geometry (same formula, charge and spin): 43.2 kcal per mole
LUMO energy: 1.18 eV

=====

[6]
Density functional theory data (ωB97M-V/def2-TZVPD) for a structure of composition C6H10O.

Each line ends with the natural charge from an NBO analysis.
Positions of all 17 atoms, in Å:
C  -0.77768  1.77618  0.84601  -0.6281
C  -0.18383  0.54376  0.20758  0.2560
C  0.57746  -0.53434  1.01536  -0.4414
C  1.35365  -0.51969  -0.30548  0.0803
C  0.35188  -1.25420  -1.20753  -0.4220
C  -0.93241  -0.43942  -0.73844  -0.4262
O  1.02429  0.86422  -0.52513  -0.5354
H  -1.25402  2.43215  0.10903  0.2200
H  0.04585  2.33718  1.30576  0.2277
H  -1.50170  1.53157  1.63010  0.2166
H  -0.01070  -1.44599  1.15239  0.1948
H  1.09698  -0.23806  1.92490  0.2174
H  2.42610  -0.70534  -0.37772  0.1968
H  0.37595  -2.33521  -1.01058  0.2074
H  0.60014  -1.10214  -2.26239  0.2162
H  -1.48562  0.00672  -1.56809  0.2153
H  -1.66801  -0.97020  -0.11841  0.2046

Orbital gap: 10.60 eV
Energy relative to the best compared isomer or geometry (same formula, charge and spin): 22.4 kcal per mole
LUMO energy: 1.05 eV

=====

[7]
Density functional theory data (ωB97M-V/def2-TZVPD) for an isolated molecule of C6H10O.

Each line ends with the natural charge from an NBO analysis.
Positions of all 17 atoms, in Å:
C  -1.91886  -0.24616  0.18782  -0.6267
C  -0.89288  0.61919  -0.54924  -0.3608
C  -0.09609  1.59673  0.40006  -0.6016
C  0.39697  0.12577  -1.03917  0.1525
C  0.90970  -1.08798  -0.32066  -0.6787
C  2.40690  -0.99006  -0.10915  0.4693
O  2.89694  -0.26728  0.72627  -0.5236
H  -2.77478  0.35765  0.51371  0.2189
H  -1.49892  -0.72544  1.07703  0.2045
H  -2.30673  -1.03059  -0.47171  0.2143
H  -1.40230  1.23024  -1.29962  0.2163
H  0.03962  2.56916  -0.06681  0.2353
H  -0.65909  1.69295  1.33055  0.2316
H  0.89860  1.23020  0.69155  0.2571
H  0.70529  -1.88382  -1.05459  0.2651
H  0.44616  -1.36645  0.63867  0.2128
H  3.05693  -1.61346  -0.74811  0.1137

Orbital gap: 9.00 eV
Energy relative to the best compared isomer or geometry (same formula, charge and spin): 83.1 kcal per mole
LUMO energy: 0.64 eV

=====

[8]
Density functional theory data (ωB97M-V/def2-TZVPD) for an isolated molecule of C6H10O at a distorted geometry.

Each line ends with the natural charge from an NBO analysis.
Positions of all 17 atoms, in Å:
C  1.77284  -0.75185  0.18727  -0.5986
C  0.80716  0.40088  0.36979  -0.2636
C  0.14030  0.76719  -0.93841  -0.4113
C  -1.70206  0.35547  0.86902  0.1385
O  -2.21609  0.04326  -0.34799  -0.4908
C  -1.11321  -0.46792  -1.05968  -0.0969
C  -0.41624  0.17884  1.24272  -0.3395
H  2.08108  -1.16507  1.14957  0.2088
H  2.67106  -0.42759  -0.35359  0.2064
H  1.27908  -1.53933  -0.38944  0.2033
H  1.35030  1.22714  0.87165  0.2137
H  -0.12778  1.89043  -0.89003  0.2310
H  0.75118  0.69467  -1.84362  0.2036
H  -2.46428  0.76640  1.50715  0.1915
H  -1.33201  -0.51836  -2.10298  0.1853
H  -1.08534  -1.59111  -0.71507  0.2068
H  -0.26321  0.07848  2.29818  0.2118

Orbital gap: 9.45 eV
Structure (SMILES): C[C@@H]1C=COCC1
Energy relative to the best compared isomer or geometry (same formula, charge and spin): 52.3 kcal per mole
LUMO energy: 1.07 eV

=====

[9]
Density functional theory data (ωB97M-V/def2-TZVPD) for an isolated molecule of C6H10O at a distorted geometry.

Each line ends with the natural charge from an NBO analysis.
Positions of all 17 atoms, in Å:
O  1.07467  -1.64415  1.01437  -0.5419
C  1.98498  -1.12074  0.41376  0.4324
C  1.78843  0.17602  -0.31825  -0.5439
C  0.44638  0.85545  0.41815  -0.3770
C  -0.80713  0.73175  -0.46817  -0.2361
C  -1.36198  -0.62818  -0.81677  -0.4352
C  -2.20220  0.31164  -0.01142  -0.4138
H  2.99719  -1.57268  0.49181  0.1168
H  2.82204  0.59101  -0.51459  0.2286
H  1.42218  0.03346  -1.33822  0.2484
H  0.67400  1.89418  0.64980  0.2107
H  0.18560  0.37289  1.38051  0.2324
H  -0.82855  1.45846  -1.27806  0.2053
H  -1.64200  -0.82345  -1.84892  0.2091
H  -0.92417  -1.46698  -0.28350  0.2358
H  -3.05590  0.76500  -0.51749  0.2130
H  -2.41391  0.06470  1.02773  0.2156

Orbital gap: 10.87 eV
Structure (SMILES): O=CCCC1CC1
Energy relative to the best compared isomer or geometry (same formula, charge and spin): 35.9 kcal per mole
LUMO energy: 1.13 eV

=====

[10]
Density functional theory data (ωB97M-V/def2-TZVPD) for a structure of composition C6H10O at a distorted geometry.

Each line ends with the natural charge from an NBO analysis.
Positions of all 17 atoms, in Å:
C  -1.09532  -0.09838  1.73530  -0.5669
C  -0.25921  0.10281  0.54390  0.1967
C  1.35551  0.31207  0.42810  -0.4331
C  0.79009  1.08117  -0.76619  0.0775
C  0.33835  -0.06457  -1.69501  -0.4573
C  -0.40059  -0.87375  -0.61180  -0.3615
O  -0.41995  1.40068  -0.03771  -0.5232
H  -1.83316  0.63732  2.07234  0.2434
H  -0.76196  -0.58855  2.63677  0.2293
H  -1.87270  -1.20031  1.09349  0.1430
H  2.06802  -0.50976  0.23457  0.2036
H  1.65414  0.92594  1.27459  0.2170
H  1.26025  1.96511  -1.19303  0.1971
H  1.18114  -0.58982  -2.16094  0.2112
H  -0.34551  0.28279  -2.47113  0.2276
H  -1.80966  -0.99190  -0.63660  0.1755
H  -0.02917  -1.89573  -0.42663  0.2201

Orbital gap: 10.45 eV
Energy relative to the best compared isomer or geometry (same formula, charge and spin): 87.4 kcal per mole
LUMO energy: 0.95 eV

=====

[11]
Density functional theory data (ωB97M-V/def2-TZVPD) for an isolated molecule of C6H10O.

Each line ends with the natural charge from an NBO analysis.
Positions of all 17 atoms, in Å:
O  0.18180  1.79232  -0.59560  -0.6728
C  0.00200  0.69478  -1.33808  0.0413
C  -1.21870  -0.12769  -0.94888  -0.4355
C  -1.19960  -0.33574  0.57788  -0.4145
C  0.19495  -0.66819  1.12754  -0.2220
C  1.40951  -0.63759  0.26218  -0.1796
C  1.29439  0.37680  1.15588  -0.4288
H  0.20700  0.83631  -2.40922  0.1954
H  -2.14424  0.37441  -1.25131  0.2180
H  -1.17840  -1.09610  -1.46133  0.1999
H  -1.88124  -1.15062  0.84836  0.2128
H  -1.57826  0.56623  1.07079  0.2162
H  0.20109  -1.43432  1.90395  0.2030
H  2.14103  -1.31873  -0.13562  0.2399
H  0.88905  -0.08914  -1.01690  0.1679
H  1.95553  0.79174  1.89483  0.2453
H  0.72408  1.42551  0.31553  0.4135

Orbital gap: 9.68 eV
Structure (SMILES): OCCCC1C=C1
Energy relative to the best compared isomer or geometry (same formula, charge and spin): 88.2 kcal per mole
LUMO energy: 0.78 eV

=====

[12]
Density functional theory data (ωB97M-V/def2-TZVPD) for an isolated molecule of C6H10O at a distorted geometry.

Each line ends with the natural charge from an NBO analysis.
Positions of all 17 atoms, in Å:
C  -2.23758  -0.61661  0.04550  -0.6439
C  -0.83418  -0.15907  -0.03826  0.2984
O  -0.66616  1.15635  0.33133  -0.5316
C  0.22280  1.79760  -0.56897  -0.2576
C  1.61334  -0.63949  -0.25156  -0.2328
C  1.90054  -0.37013  1.01425  -0.3473
C  0.18337  -0.94866  -0.35803  -0.3321
H  -2.91284  0.01657  -0.53837  0.2192
H  -2.54329  -0.56640  1.08877  0.2180
H  -2.32318  -1.64438  -0.30842  0.2173
H  0.24075  1.08776  -1.39876  0.1945
H  -0.23509  2.71186  -0.92872  0.1804
H  1.18691  2.03888  -0.08345  0.1872
H  2.37864  -1.07403  -0.90275  0.2102
H  1.23678  0.20690  1.66486  0.2026
H  2.77132  -0.84335  1.39494  0.1931
H  0.03117  -2.01670  -0.48454  0.2246

Orbital gap: 9.19 eV
Structure (SMILES): C=C/C=C(/C)OC
Energy relative to the best compared isomer or geometry (same formula, charge and spin): 59.4 kcal per mole
LUMO energy: 1.08 eV

=====

[13]
Density functional theory data (ωB97M-V/def2-TZVPD) for an isolated molecule of C6H10O.

Each line ends with the natural charge from an NBO analysis.
Positions of all 17 atoms, in Å:
C  -2.07966  -0.24992  0.06752  -0.6087
C  -1.06566  0.76863  -0.40467  -0.2193
C  -0.08109  1.41191  0.53410  -0.4141
C  0.40215  0.44226  -0.50867  -0.2175
C  0.89819  -0.93092  -0.09393  -0.5133
C  2.39644  -0.93677  0.10222  0.4516
O  2.96900  -0.40684  1.02109  -0.5130
H  -2.95830  0.24073  0.50024  0.2160
H  -1.66909  -0.91235  0.83597  0.2037
H  -2.41927  -0.87861  -0.76449  0.2097
H  -1.43789  1.41865  -1.19433  0.2121
H  0.13307  2.46926  0.40562  0.2200
H  -0.05949  1.07696  1.56949  0.2162
H  0.92930  0.85894  -1.36814  0.2157
H  0.64362  -1.67118  -0.85871  0.2117
H  0.42905  -1.24258  0.84192  0.2306
H  2.96962  -1.45815  -0.68523  0.0985

Orbital gap: 10.66 eV
Structure (SMILES): C[C@H]1C[C@H]1CC=O
Energy relative to the best compared isomer or geometry (same formula, charge and spin): 18.2 kcal per mole
LUMO energy: 1.07 eV

=====

[14]
Density functional theory data (ωB97M-V/def2-TZVPD) for an isolated molecule of C6H10O.

Each line ends with the natural charge from an NBO analysis.
Positions of all 17 atoms, in Å:
O  -1.32548  2.19266  0.42004  -0.5308
C  -0.60099  2.22300  -0.54655  0.4482
C  -0.10794  0.99975  -1.28936  -0.5196
C  -0.67707  -0.31428  -0.74555  -0.4179
C  0.32401  -1.16931  0.01521  -0.2260
C  1.13679  -0.59838  1.14664  -0.4319
C  0.03218  -1.57771  1.43181  -0.4118
H  -0.24344  3.19983  -0.94110  0.1080
H  -0.32867  1.15255  -2.35398  0.2306
H  0.98909  1.00904  -1.21615  0.2366
H  -1.09814  -0.90607  -1.56561  0.2148
H  -1.50868  -0.06002  -0.08146  0.2316
H  0.85344  -1.89997  -0.59583  0.2102
H  2.16406  -0.94282  1.24067  0.2138
H  0.98454  0.43953  1.43702  0.2156
H  0.28208  -2.57835  1.77334  0.2130
H  -0.87579  -1.16945  1.87084  0.2155

Orbital gap: 10.94 eV
Structure (SMILES): O=CCCC1CC1
Energy relative to the best compared isomer or geometry (same formula, charge and spin): 18.8 kcal per mole
LUMO energy: 1.10 eV